ORCA calculation (the ωB97M-V functional and the def2-TZVPD basis) on a cluster of 2 separate species, C4H11N2O2 in total in a non-equilibrium geometry.

Results
* total charge: -1
* E_HOMO: -4.3 eV
* frontier orbital gap: 8.224 eV
* relative energy (zero: lowest compared OMol25 entry of this formula, charge and spin): 9.0 kcal per mole

Structure (XYZ):
```
19
Properties=species:S:1:pos:R:3:nbo_charge:R:1
N 0.43 -0.35 3.95 -0.900
C 0.01 -0.28 2.58 0.856
O 0.59 -1.07 1.73 -0.842
O -0.82 0.62 2.33 -0.785
H -0.30 -0.07 4.56 0.357
H 0.85 -1.25 4.23 0.355
C 0.28 0.49 -2.77 -0.609
C -0.19 0.63 -1.32 -0.043
C -1.02 -0.59 -0.98 -0.615
N 0.95 0.80 -0.41 -0.887
H -0.56 0.50 -3.50 0.190
H 0.92 1.34 -3.08 0.195
H 0.81 -0.47 -2.87 0.191
H -0.87 1.52 -1.29 0.155
H -1.37 -0.54 0.04 0.256
H -1.87 -0.58 -1.69 0.167
H -0.43 -1.52 -1.16 0.192
H 1.88 0.54 -0.81 0.337
H 0.74 0.27 0.46 0.431
```